1.
{"formula": "C2HClNO5", "method": "ωB97M-V/def2-TZVPD", "total_charge": -1, "lumo_ev": 3.357, "species": ["C", "C", "N", "O", "O", "O", "O", "O", "Cl", "H"], "xyz": [[1.4160, -0.7372, -0.3190], [0.6434, 0.6633, 0.3472], [-1.7577, -0.1356, -0.0852], [0.7001, -1.3991, -1.0386], [-1.6576, -0.5678, 1.0296], [2.5420, -0.7893, 0.1037], [-2.6626, -0.4504, -0.8600], [-0.9563, 0.7914, -0.5064], [1.5229, 2.1125, -0.0241], [0.2097, 0.5122, 1.3528]], "mulliken_charge": [0.645, 0.020, 1.138, -0.625, -0.615, -0.631, -0.664, -0.405, -0.173, 0.309]}

=====

2.
{"formula": "C5H14O6", "method": "ωB97M-V/def2-TZVPD", "total_charge": -2, "lumo_ev": 5.875, "species": ["O", "C", "O", "C", "C", "C", "C", "O", "H", "H", "H", "H", "H", "H", "H", "H", "H", "H", "O", "H", "H", "O", "H", "H", "O"], "xyz": [[-1.5869, 0.1146, 1.6079], [-1.6277, -1.1447, 1.4554], [-2.4625, -1.9508, 1.8485], [-0.5180, -1.6881, 0.4863], [0.4486, -0.6736, -0.1016], [0.8711, -0.9970, -1.5580], [0.8812, 0.2433, -2.4552], [1.9401, 0.5358, -3.2653], [0.0339, -2.5388, 0.9763], [-1.0240, -2.2591, -0.3474], [0.0827, 0.3654, 0.0647], [1.3022, -0.3883, 0.5665], [0.3487, -1.9378, -1.9041], [1.9161, -1.3849, -1.4258], [0.0197, 0.1560, -3.1455], [0.6748, 1.1627, -1.8619], [-2.7905, 2.5522, 1.0143], [-2.7554, 1.1707, 1.6455], [-3.3205, 1.9937, 1.5987], [-1.6090, 1.5063, 3.7305], [-0.6468, 1.2976, 2.6691], [-0.6729, 1.6103, 3.6559], [3.7480, 1.2169, -0.9989], [2.7869, 0.4578, -2.5907], [3.9601, 0.5798, -1.6652]], "mulliken_charge": [-0.754, 0.314, -0.742, -0.564, -0.427, -0.313, -0.672, -0.605, 0.187, 0.230, 0.274, 0.408, 0.381, 0.244, 0.273, 0.222, 0.271, 0.468, -0.729, 0.311, 0.415, -0.694, 0.167, 0.398, -1.064]}